1.
This record from OMol25 describes a structure of composition F7H4Hf2O2. The level of theory is ωB97M-V/def2-TZVPD.

Last column: Mulliken charge in e.
Element x y z (Å)
Hf -0.6351 -1.4139 0.7646  1.481
Hf 0.6630 1.6518 -0.7874  1.477
F 0.3363 0.3782 -2.1010  -0.452
F -0.3761 -0.3497 2.2513  -0.477
F -1.9180 -0.3795 0.0426  -0.500
F -0.2874 2.0162 0.7863  -0.483
F -0.1019 -1.9792 -0.8758  -0.452
F 0.2105 0.0442 0.0767  0.176
F 2.1665 1.0176 -0.0793  -0.462
O -1.1817 1.3788 -1.0344  -0.522
H -1.6200 0.6035 -0.6837  0.501
H -1.8304 2.0781 -0.9539  0.347
O 1.1365 -1.6470 0.8890  -0.364
H 1.7167 -1.2842 0.2197  0.358
H 1.7210 -2.1149 1.4853  0.371

Results
- highest occupied orbital energy (eV) = -15.30
- HOMO-LUMO gap (eV) = 10.45
- E_LUMO (eV) = -4.8
- net charge = +1

2.
This record from OMol25 describes a structure of composition F8N4Na2O16S8. The level of theory is ωB97M-V/def2-TZVPD.

Last column: natural (NBO) charge in e.
Element x y z (Å)
Na 0.4273 0.4054 6.0059  0.996
Na 3.8362 3.6639 4.2540  0.995
N -6.0240 5.4070 5.9530  -1.075
S -5.0426 6.2475 4.8687  2.371
O -4.9370 5.5145 3.6397  -0.887
O -3.9858 7.1684 5.3602  -0.904
F -6.1034 7.3901 4.4834  -0.515
S -4.8891 4.6547 6.6696  2.391
O -4.3732 5.2094 7.9405  -0.930
O -3.9047 3.9491 5.7813  -0.935
F -5.8941 3.5071 7.1552  -0.515
N 1.9250 -9.4105 -1.7065  -1.093
S 2.1785 -7.7545 -1.6935  2.315
O 2.6406 -7.2191 -2.9749  -0.879
O 2.5905 -7.0750 -0.3891  -0.858
F 0.5909 -7.4647 -1.8148  -0.511
S 3.3328 -9.7475 -1.3267  2.411
O 3.8377 -9.3824 0.0146  -0.926
O 4.2766 -9.6238 -2.4695  -0.952
F 3.1717 -11.2789 -1.2456  -0.507
N -0.3002 1.9293 -7.6211  -1.100
S -0.3420 1.4656 -5.9562  2.327
O -1.6190 1.6839 -5.2207  -0.871
O 0.8473 1.8525 -5.1795  -0.888
F -0.1411 -0.1624 -6.1509  -0.496
S 0.0707 3.3412 -7.3820  2.424
O 1.4576 3.7848 -7.1231  -0.911
O -1.0416 4.0435 -6.7548  -0.939
F -0.1271 3.8068 -8.9577  -0.545
N 1.7898 0.8288 2.2245  -1.177
S 3.1732 -0.1461 1.4527  2.320
O 3.4764 0.1049 0.0240  -0.831
O 3.3293 -1.5187 1.9623  -0.858
F 4.2916 0.7050 2.1935  -0.532
S 0.8306 0.9762 1.0888  2.430
O 0.2531 -0.1771 0.4166  -0.892
O 0.7646 2.1879 0.3155  -0.891
F -0.3672 1.1331 2.1626  -0.560

Results
- highest occupied orbital energy (eV) = -4.81
- relative energy (zero: lowest compared OMol25 entry of this formula, charge and spin) (kcal per mole) = 177.0
- HOMO-LUMO gap (eV) = 2.63
- E_LUMO (eV) = -2.2
- net charge = -2

3.
This record from OMol25 describes a structure of composition FFe2H10O5. The level of theory is ωB97M-V/def2-TZVPD.

Last column: Löwdin spin population.
Element x y z (Å)
Fe 0.4623 0.8594 -1.4633  3.840
Fe -2.0501 -2.2463 -0.2583  4.602
F -0.6079 -0.6947 -0.5144  0.216
O 2.2547 -0.0878 -1.1331  0.041
H 2.2991 -0.5783 -0.3123  0.001
H 3.0554 -0.3277 -1.5996  0.003
O -2.6948 -1.4759 1.5324  0.170
H -3.4985 -1.6387 2.0262  0.013
H -2.3386 -0.6725 1.9117  0.009
O 0.6128 1.8981 0.2866  0.049
H 0.1538 1.5822 1.0650  0.004
H 1.0572 2.6947 0.5768  0.004
O -1.3171 1.9302 -1.7809  0.034
H -2.0009 2.0172 -1.1168  0.001
H -1.7216 2.2543 -2.5857  0.002
O 2.0161 -1.4612 1.1594  0.006
H 2.8879 -1.8530 1.2105  0.000
H 1.4301 -2.2002 0.9958  0.005

Results
- highest occupied orbital energy (spin up / spin down) (eV) = -13.69 / -17.11
- relative energy (zero: lowest compared OMol25 entry of this formula, charge and spin) (kcal per mole) = 1.7
- HOMO-LUMO gap (spin up / spin down) (eV) = 6.32 / 8.93
- E_LUMO (spin up / spin down) (eV) = -7.4 / -8.2
- net charge = +2
- 2S+1 = 10

4.
This record from OMol25 describes a structure of composition FFeH2O. The level of theory is ωB97M-V/def2-TZVPD.

Last column: Löwdin spin population.
Element x y z (Å)
H -0.3753 -0.2304 -0.7798  0.000
O -0.0631 0.6895 -0.8702  0.225
H 0.7403 0.6966 -1.3972  0.001
F -0.4710 -1.0921 0.8634  0.517
Fe 0.1690 -0.0635 2.1837  5.258

Results
- highest occupied orbital energy (spin up / spin down) (eV) = -15.07 / -16.40
- HOMO-LUMO gap (spin up / spin down) (eV) = 9.93 / 5.48
- E_LUMO (spin up / spin down) (eV) = -5.1 / -10.9
- net charge = +1
- 2S+1 = 7

5.
This record from OMol25 describes a cluster of 7 separate species, FH12O6 in total. The level of theory is ωB97M-V/def2-TZVPD.

Last column: natural (NBO) charge in e.
Element x y z (Å)
F 0.0630 -0.3485 -0.0019  -0.877
O -1.2695 -1.9463 -1.7978  -0.982
H -1.9062 -1.3688 -2.2298  0.455
H -0.8701 -1.3705 -1.1064  0.504
O 1.4017 -2.6728 0.8882  -0.971
H 2.3572 -2.6126 0.9794  0.455
H 1.1433 -1.7847 0.5653  0.501
O 0.5350 1.5750 -1.8593  -0.986
H 0.4849 0.7278 -1.3624  0.510
H 0.0216 1.4166 -2.6568  0.453
O -2.2811 0.9346 -0.5539  -0.990
H -1.9543 1.8174 -0.7523  0.459
H -1.4594 0.4321 -0.3438  0.500
O 2.3462 0.3125 1.5025  -0.979
H 1.5705 0.0544 0.9654  0.498
H 2.0244 0.2268 2.4050  0.462
O -0.7187 1.4860 2.1809  -0.971
H -0.5484 0.8328 1.4758  0.501
H -0.9399 2.2883 1.7019  0.458

Results
- highest occupied orbital energy (eV) = -7.28
- relative energy (zero: lowest compared OMol25 entry of this formula, charge and spin) (kcal per mole) = 2.7
- HOMO-LUMO gap (eV) = 10.96
- E_LUMO (eV) = 3.7
- net charge = -1

6.
This record from OMol25 describes a cluster of 9 separate species, FH16O8 in total. The level of theory is ωB97M-V/def2-TZVPD.

Last column: natural (NBO) charge in e.
Element x y z (Å)
F -0.1020 0.2720 0.0981  -0.809
O 1.3830 1.8280 -1.2489  -0.977
H 0.8280 1.2330 -0.7769  0.487
H 1.6160 2.4820 -0.5789  0.457
O 1.7830 -1.4520 -0.8079  -0.972
H 1.0300 -1.0010 -0.4669  0.487
H 1.8240 -2.2950 -0.3469  0.469
O 1.9970 0.5730 1.4511  -0.980
H 1.9280 1.4920 1.7321  0.448
H 1.3430 0.3680 0.7791  0.494
O -2.0250 -1.2160 -0.5439  -0.991
H -1.3740 -0.5200 -0.3419  0.497
H -1.5590 -2.0440 -0.6039  0.456
O -1.6590 2.6770 -0.3739  -0.968
H -1.7550 2.7080 -1.3249  0.467
H -1.3200 1.8050 -0.1849  0.494
O -0.3770 0.1120 -2.8709  -0.939
H 0.5270 0.3000 -2.7049  0.478
H -0.3260 -0.8230 -3.1349  0.460
O -1.4320 -0.1070 2.2391  -0.974
H -0.7740 0.1260 1.4841  0.498
H -0.8830 0.0240 2.9981  0.454
O 0.0840 -2.2640 1.6241  -0.979
H -0.3520 -2.8370 2.2341  0.455
H -0.4060 -1.4420 1.6711  0.490

Results
- highest occupied orbital energy (eV) = -6.74
- relative energy (zero: lowest compared OMol25 entry of this formula, charge and spin) (kcal per mole) = 34.7
- HOMO-LUMO gap (eV) = 10.19
- E_LUMO (eV) = 3.4
- net charge = -1

7.
This record from OMol25 describes a cluster of 9 separate species, FH16O8 in total. The level of theory is ωB97M-V/def2-TZVPD.

Last column: natural (NBO) charge in e.
Element x y z (Å)
F -0.0065 0.4501 0.0781  -0.838
O -1.5479 0.9146 2.1020  -0.965
H -0.9255 0.5229 1.4102  0.490
H -0.9734 0.6788 2.8432  0.435
O 1.8450 -1.8145 -1.5540  -0.970
H 1.9214 -2.7179 -1.8467  0.450
H 1.2610 -1.9589 -0.7920  0.484
O -1.1802 -0.3342 -2.2937  -0.960
H -0.3527 -0.2430 -2.7888  0.454
H -0.8332 -0.0602 -1.4206  0.489
O 1.7173 1.5211 -1.6146  -0.964
H 1.1057 1.0115 -1.1148  0.489
H 2.5349 1.1337 -1.3537  0.455
O -2.0565 1.9604 -0.6550  -0.954
H -1.3303 1.5951 -0.1696  0.487
H -1.6617 2.6831 -1.1713  0.452
O -2.2125 -1.7451 0.4150  -0.958
H -1.2665 -1.6169 0.5144  0.476
H -2.6443 -1.3952 1.2549  0.467
O 1.7497 1.7454 1.7268  -0.960
H 1.6403 1.5479 2.6104  0.444
H 1.1840 1.1462 1.2267  0.496
O 0.4736 -1.9932 0.7078  -0.979
H 1.1821 -1.9814 1.3812  0.475
H 0.3761 -1.0505 0.5040  0.506

Results
- highest occupied orbital energy (eV) = -6.41
- relative energy (zero: lowest compared OMol25 entry of this formula, charge and spin) (kcal per mole) = 37.3
- HOMO-LUMO gap (eV) = 9.40
- E_LUMO (eV) = 3.0
- net charge = -1

8.
This record from OMol25 describes a cluster of 9 separate species, FH16O8 in total. The level of theory is ωB97M-V/def2-TZVPD.

Last column: natural (NBO) charge in e.
Element x y z (Å)
F 16.8902 -11.2267 -6.1128  -0.773
O 18.9107 -11.4119 -4.3961  -0.975
H 18.7951 -10.7507 -3.7123  0.462
H 18.1673 -11.4186 -5.0075  0.491
O 16.4700 -12.8532 -9.2497  -0.971
H 17.0502 -12.1333 -9.0936  0.466
H 16.4162 -13.1360 -8.3140  0.487
O 17.0279 -13.6691 -6.4164  -1.006
H 16.9719 -12.6793 -6.3972  0.494
H 16.9222 -13.9763 -5.5172  0.467
O 17.3922 -8.9785 -5.2981  -0.986
H 17.2143 -9.8649 -5.7194  0.493
H 16.6668 -8.7945 -4.7020  0.469
O 15.7732 -11.1689 -3.6296  -0.959
H 16.6378 -11.3151 -3.2928  0.455
H 16.0420 -11.1040 -4.5696  0.482
O 17.7465 -10.3389 -8.3249  -0.974
H 16.9167 -10.2511 -8.9284  0.461
H 17.4609 -10.7293 -7.4766  0.487
O 14.4697 -11.1510 -6.9375  -0.965
H 14.6258 -10.7203 -7.7744  0.454
H 15.3398 -11.0825 -6.5313  0.481
O 16.7097 -7.9016 -7.5405  -0.956
H 15.8017 -7.6924 -7.3601  0.437
H 16.8842 -8.3763 -6.7542  0.477

Results
- highest occupied orbital energy (eV) = -7.21
- relative energy (zero: lowest compared OMol25 entry of this formula, charge and spin) (kcal per mole) = 32.8
- HOMO-LUMO gap (eV) = 10.55
- E_LUMO (eV) = 3.3
- net charge = -1

9.
This record from OMol25 describes the molecule FH2IP2. The level of theory is ωB97M-V/def2-TZVPD.

Last column: natural (NBO) charge in e.
Element x y z (Å)
F 1.0946 -1.5169 -0.2973  -0.598
P -0.4023 -0.7302 -0.1111  0.939
P -2.0455 -2.0427 0.0000  -0.189
I -3.0345 0.3115 0.2450  -0.104
H 0.0982 -0.0591 0.9719  -0.025
H -0.2156 -0.0756 -1.3262  -0.022

Results
- highest occupied orbital energy (eV) = -8.08
- relative energy (zero: lowest compared OMol25 entry of this formula, charge and spin) (kcal per mole) = 21.2
- HOMO-LUMO gap (eV) = 7.40
- E_LUMO (eV) = -0.7

10.
This record from OMol25 describes a structure of composition FH2IP2. The level of theory is ωB97M-V/def2-TZVPD.

Last column: Löwdin spin population.
Element x y z (Å)
F -1.8603 1.2851 -0.1977  0.028
P -1.1015 -0.0917 -0.5967  0.086
P 0.1748 -0.3090 1.2498  0.883
I 1.4312 -2.0907 -0.1484  0.941
H 0.1382 0.5414 -1.3029  0.008
H 1.2175 0.6650 0.9960  0.054

Results
- highest occupied orbital energy (spin up / spin down) (eV) = -6.59 / -9.76
- relative energy (zero: lowest compared OMol25 entry of this formula, charge and spin) (kcal per mole) = 13.2
- HOMO-LUMO gap (spin up / spin down) (eV) = 7.03 / 5.91
- E_LUMO (spin up / spin down) (eV) = 0.4 / -3.8
- 2S+1 = 3

11.
This record from OMol25 describes a cluster of 2 separate species, FH2N in total. The level of theory is ωB97M-V/def2-TZVPD.

Last column: natural (NBO) charge in e.
Element x y z (Å)
N 0.0442 -0.5548 0.0147  -0.421
F 2.2562 -0.0009 -0.0378  -0.227
H 0.0606 0.0252 0.8309  0.315
H 0.3676 0.0309 -0.7641  0.333

Results
- highest occupied orbital energy (spin up / spin down) (eV) = -12.36 / -12.37
- relative energy (zero: lowest compared OMol25 entry of this formula, charge and spin) (kcal per mole) = 54.5
- HOMO-LUMO gap (spin up / spin down) (eV) = 10.54 / 8.83
- E_LUMO (spin up / spin down) (eV) = -1.8 / -3.5

12.
This record from OMol25 describes a cluster of 2 separate species, FH2O3PS in total. The level of theory is ωB97M-V/def2-TZVPD.

Last column: natural (NBO) charge in e.
Element x y z (Å)
O 1.2230 -0.8191 -0.1873  -0.958
O 0.5694 1.3508 0.9549  -0.941
O -1.4334 -1.0201 0.5340  -0.414
F -2.3200 -1.3996 -0.4330  -0.174
P 0.5911 0.6144 -0.4074  1.733
S 1.0701 1.2311 -2.1282  -0.313
H 0.6038 -1.2724 0.4202  0.537
H -0.3039 1.3149 1.2468  0.531

Results
- highest occupied orbital energy (spin up / spin down) (eV) = -10.01 / -8.96
- relative energy (zero: lowest compared OMol25 entry of this formula, charge and spin) (kcal per mole) = 108.4
- HOMO-LUMO gap (spin up / spin down) (eV) = 7.81 / 6.55
- E_LUMO (spin up / spin down) (eV) = -2.2 / -2.4

no.,E_tot (hartree)
1,-947.86868
2,-5731.71622
3,-3008.86250
4,-1439.54720
5,-558.62028
6,-711.47449
7,-711.47036
8,-711.47747
9,-1081.44546
10,-1081.36082
11,-155.63897
12,-1066.17055